Entry 1:
20
Properties=species:S:1:pos:R:3:forces:R:3:mulliken_charge:R:1 method="wB97M-V/def2-TZVPD" charge=0 orbital_gap_ev=7.4 lumo_energy_ha=0.030
C -1.375 -1.020 0.932 0.23 -0.03 -0.05 -1.45
C 2.284 -0.313 0.579 0.25 0.09 -0.05 -1.39
C -0.624 1.017 -0.353 -2.09 0.23 -1.95 0.16
C -1.554 0.357 0.382 1.13 0.19 -0.15 0.79
C 0.514 0.357 -1.150 -0.38 0.52 2.92 -0.22
N 0.383 -0.911 -1.710 0.15 0.09 0.20 -0.39
C 1.304 0.639 -0.055 2.06 -1.27 -1.15 0.11
O -0.890 2.326 -0.713 0.22 0.27 0.23 -0.60
O -2.726 1.004 0.686 -0.28 0.16 0.11 -0.52
H -0.183 2.627 -1.308 -0.40 -0.38 0.20 0.35
H -3.268 0.435 1.243 0.14 0.03 -0.09 0.32
H -0.224 -0.940 -2.513 0.26 -0.19 -0.12 0.21
H 1.239 -1.447 -1.766 -0.29 0.10 -0.31 0.19
H 1.453 1.667 0.252 -0.66 0.06 0.21 0.33
H -0.540 -1.544 0.454 -0.26 0.14 0.01 0.32
H -2.284 -1.610 0.779 0.04 -0.05 -0.04 0.45
H -1.170 -0.996 2.007 -0.08 0.04 0.03 0.29
H 3.298 0.070 0.444 0.07 -0.07 0.08 0.37
H 2.247 -1.315 0.154 -0.07 -0.03 0.00 0.35
H 2.115 -0.401 1.656 -0.04 0.09 -0.09 0.30

***

Entry 2:
20
Properties=species:S:1:pos:R:3:forces:R:3:mulliken_charge:R:1 method="wB97M-V/def2-TZVPD" charge=0 orbital_gap_ev=7.7 lumo_energy_ha=0.023
C -0.322 -1.940 -0.633 0.00 0.01 0.02 -1.14
C 0.285 -0.587 -0.917 0.12 0.17 0.37 -0.34
C -0.337 0.657 -0.590 0.06 -0.07 0.02 0.46
C -0.833 1.689 -1.558 -0.02 0.04 -0.03 -1.36
C -0.295 0.728 0.777 -0.05 -0.08 0.06 0.16
O -1.160 1.324 1.684 0.05 -0.08 -0.16 -0.58
C 0.759 -0.119 1.267 -0.17 -0.16 -0.17 0.41
N 2.102 0.254 1.254 -0.06 -0.07 -0.05 -0.60
O 0.547 -0.982 2.301 0.04 0.18 -0.19 -0.55
H 0.418 -2.671 -0.288 -0.03 0.03 -0.01 0.31
H -0.786 -2.363 -1.534 0.03 0.04 0.06 0.34
H -1.105 -1.875 0.126 0.02 0.03 -0.01 0.28
H 0.965 -0.601 -1.777 -0.05 0.01 -0.03 0.33
H -0.119 1.796 -2.382 -0.02 -0.01 0.05 0.35
H -0.959 2.668 -1.088 0.01 -0.05 -0.02 0.34
H -1.787 1.401 -2.013 0.06 0.00 0.05 0.30
H -2.019 1.441 1.262 0.08 -0.03 0.03 0.34
H 2.732 -0.539 1.257 -0.06 0.04 -0.01 0.25
H 2.312 0.889 0.498 -0.04 -0.03 0.02 0.29
H -0.398 -1.171 2.355 0.03 0.03 -0.01 0.40

***

Entry 3:
21
Properties=species:S:1:pos:R:3:forces:R:3:mulliken_charge:R:1 method="wB97M-V/def2-TZVPD" spin_multiplicity=3 charge=0 orbital_gap_ev="6.3 / 5.5" s2=2.007 lumo_energy_ha="0.031 / -0.103"
C 0.667 0.068 -1.834 -0.28 -0.80 2.29 -0.96
C 1.649 -0.096 -0.621 -0.32 -0.36 -1.67 -0.50
C -0.646 0.565 -1.269 0.81 -1.19 -1.86 -0.35
C 0.432 0.657 1.981 -1.36 0.64 2.03 -0.79
C 0.364 -0.672 1.358 -2.99 0.44 4.03 -0.14
C -1.482 -0.308 -0.738 -2.02 -0.33 0.67 0.40
N 0.979 -0.995 0.324 4.82 1.76 -4.54 -0.45
O -0.143 1.776 1.371 2.86 0.82 -0.76 -0.43
O -1.394 -1.673 -0.696 1.27 0.28 0.11 -0.59
O -2.674 0.066 -0.127 1.25 0.38 -0.96 -0.50
H 1.192 0.627 -2.571 -0.17 0.76 -0.85 0.50
H 0.559 -0.979 -2.163 -0.04 0.50 -0.44 0.34
H 2.440 -0.597 -1.122 1.28 -0.91 0.13 0.40
H 2.175 0.892 -0.325 -1.50 -1.49 0.67 0.28
H -1.000 1.501 -1.574 -0.37 1.45 0.43 0.50
H 0.027 0.638 3.034 0.38 -0.67 -0.94 0.34
H 1.460 0.843 2.053 1.73 0.97 0.12 0.40
H -0.125 -1.426 1.866 -1.11 -1.43 1.33 0.57
H -1.061 1.760 1.355 -2.67 -0.49 0.02 0.29
H -0.434 -1.885 -0.526 -1.00 0.18 -0.20 0.40
H -2.985 -0.761 0.226 -0.57 -0.52 0.39 0.31

***

Entry 4:
22
Properties=species:S:1:pos:R:3:forces:R:3:mulliken_charge:R:1 method="wB97M-V/def2-TZVPD" charge=0 orbital_gap_ev=9.3 lumo_energy_ha=0.016
C 2.613 -1.143 1.429 3.29 -0.35 -2.41 -1.04
C 1.795 -1.904 0.485 -3.59 -0.14 -0.37 0.09
C 1.013 -1.684 -0.586 1.43 1.06 0.55 -0.60
C -0.137 0.649 -0.322 0.49 0.53 2.76 -0.75
C -1.661 0.388 -0.594 -0.22 -2.26 4.56 0.23
C -2.254 1.271 0.559 1.20 -0.07 1.48 0.32
H 2.367 -1.229 2.449 -0.11 -1.12 1.14 0.37
H 2.820 -0.107 1.305 -0.58 0.95 -0.90 0.35
H 3.626 -1.576 1.064 -0.82 0.45 1.74 0.28
H 1.428 -2.838 0.858 0.61 -0.89 0.68 0.31
H 0.246 -2.350 -0.898 -0.19 -0.81 -0.34 0.46
H -0.009 0.117 0.754 0.19 1.49 -2.44 0.30
H 0.221 1.798 -0.190 -1.06 -2.72 -0.75 0.41
H -1.970 -0.701 -0.088 1.07 2.41 -1.82 0.27
H -1.811 0.083 -2.642 -0.82 1.26 1.86 0.32
H -2.173 1.628 -1.978 -0.17 -0.45 -0.58 0.30
H -2.699 3.142 0.887 1.79 -1.04 -1.47 0.37
N -2.259 0.618 -1.822 0.33 0.15 -2.97 -0.63
O 2.393 0.521 -1.121 -2.20 -1.13 -0.79 -0.65
O -2.072 2.646 0.234 -2.91 -0.88 2.27 -0.46
O -2.515 0.832 1.684 0.06 1.76 -3.14 -0.53
S 1.037 -0.159 -1.465 2.20 1.80 0.96 0.29

***

Entry 5:
22
Properties=species:S:1:pos:R:3:forces:R:3:mulliken_charge:R:1 method="wB97M-V/def2-TZVPD" charge=0 smiles="CC=[S@@]1(=O)NC(=O)C(C)(C)O1" orbital_gap_ev=9.1 lumo_energy_ha=0.008
C -3.736 -0.027 -0.066 -2.04 0.91 -2.12 -1.05
C -2.562 -0.743 -0.742 1.10 2.24 3.82 -0.47
S -1.020 -0.160 -0.090 -0.15 -2.26 -2.26 1.03
O -1.142 0.044 1.300 -0.61 0.46 2.11 -0.64
N 0.009 -1.464 -0.441 -0.61 -0.23 0.12 -0.23
C 1.354 -1.169 -0.203 0.02 0.31 -0.05 0.20
O 2.234 -1.956 0.011 -0.14 -0.32 -0.29 -0.58
C 1.530 0.363 -0.126 0.28 -1.14 2.23 1.32
C 2.605 0.991 -1.014 -1.44 -0.40 0.60 -1.47
C 1.816 0.610 1.406 0.94 1.09 1.09 -1.30
O 0.234 0.860 -0.519 -0.74 0.61 -0.35 -0.51
H -4.358 0.771 -0.653 1.62 -1.16 0.45 0.24
H -4.573 -0.642 0.254 0.17 -1.21 -0.45 0.35
H -3.569 0.414 0.863 1.24 0.93 1.43 0.36
H -2.628 -0.864 -1.756 0.20 -0.37 -2.58 0.40
H -0.406 -2.400 -0.295 0.66 0.87 -0.06 0.32
H 2.829 1.922 -0.496 0.27 0.22 -0.62 0.34
H 1.995 1.118 -1.902 0.86 0.49 -0.70 0.41
H 3.500 0.378 -1.149 -0.34 0.01 0.05 0.32
H 2.602 -0.003 1.849 0.27 -0.72 -0.92 0.39
H 0.984 0.339 2.071 -0.05 0.67 -0.55 0.29
H 2.301 1.619 1.697 -1.53 -1.00 -0.95 0.29